1.
{
  "formula": "C5H10N2O",
  "method": "the ωB97M-V functional and the def2-TZVPD basis",
  "total_energy_ev": -10372.688,
  "homo_ev": -9.8786,
  "de_lowest_kcal_mol": 60.3,
  "smiles": "C=NC#N.CCOC",
  "symbols": ["H", "H", "H", "N", "H", "C", "H", "H", "H", "C", "H", "C", "O", "N", "C", "H", "C", "H"],
  "positions_angstrom": [[-1.58005, 2.37453, 1.15813], [-0.43517, 0.41485, -1.90125], [1.28388, -2.27987, 0.15377], [2.01369, 1.28187, -0.52172], [-2.34419, 0.02639, 0.58306], [2.16134, 0.28220, 0.02977], [-1.56136, 2.03794, -0.57368], [-0.19691, -1.34458, -1.91428], [-1.82978, -0.67828, -1.65672], [-1.10562, 1.78558, 0.37943], [2.53841, -2.58871, 1.49430], [-1.28227, 0.30258, 0.69502], [-0.48761, -0.57529, -0.07755], [2.51745, -0.72648, 0.77028], [2.09017, -1.90764, 0.78221], [-0.04508, 2.02978, 0.33468], [-0.76062, -0.53132, -1.45860], [-0.97629, 0.09644, 1.72316]],
  "nbo_charge": [0.21, 0.19, 0.18, -0.38, 0.16, 0.42, 0.20, 0.18, 0.17, -0.65, 0.18, -0.06, -0.56, -0.47, 0.07, 0.24, -0.26, 0.18]
}


2.
{
  "formula": "CH13NO4",
  "method": "the ωB97M-V functional and the def2-TZVPD basis",
  "total_energy_ev": -10928.178,
  "homo_ev": -10.3380,
  "de_lowest_kcal_mol": 10.9,
  "smiles": "CN.O.O.O.O",
  "symbols": ["N", "O", "H", "H", "H", "O", "C", "H", "H", "H", "H", "H", "H", "O", "H", "H", "H", "H", "O"],
  "positions_angstrom": [[0.19362, -1.11804, 1.37248], [0.75976, -0.19177, -1.96313], [0.58924, 0.66375, 2.46706], [2.00449, -0.31917, 2.19010], [0.99458, -2.28038, 0.17038], [1.17683, -2.68576, -0.70898], [1.07521, 0.01415, 1.74164], [-0.58528, -0.69869, 0.87652], [1.36266, 0.60143, 0.88048], [-5.19745, 1.59860, 2.95267], [1.76297, -3.44308, -0.56396], [-0.23039, -1.42958, 2.23659], [-4.42793, 2.17726, 1.71815], [1.70210, 2.50965, -2.30756], [1.10201, -0.95972, -1.46653], [0.39918, -0.53299, -2.78337], [1.33684, 1.62377, -2.15304], [1.73138, 2.60332, -3.26269], [-4.68063, 1.37311, 2.17482]],
  "nbo_charge": [-0.85, -0.99, 0.18, 0.19, 0.50, -1.01, -0.42, 0.37, 0.21, 0.47, 0.48, 0.36, 0.47, -0.97, 0.51, 0.48, 0.50, 0.46, -0.95]
}


3.
{
  "formula": "C20H32ClIMoNOP2S",
  "method": "the ωB97M-V functional and the def2-TZVPD basis",
  "total_energy_ev": -76662.155,
  "spin_multiplicity": 3,
  "homo_ev": [-17.2796, -17.2939],
  "de_lowest_kcal_mol": 0.0,
  "total_charge": 3,
  "symbols": ["H", "H", "H", "P", "H", "H", "C", "H", "Mo", "C", "C", "Cl", "H", "H", "C", "C", "H", "H", "H", "H", "H", "H", "C", "C", "H", "I", "H", "C", "C", "H", "P", "C", "H", "H", "N", "H", "C", "H", "H", "C", "H", "C", "H", "C", "C", "H", "H", "C", "H", "H", "H", "C", "O", "C", "S", "H", "H", "H", "C", "C"],
  "positions_angstrom": [[0.23383, -1.83776, 6.56112], [2.73879, 0.40545, 2.16461], [-5.60233, 2.54587, 4.10753], [-0.79040, -1.53736, -1.81199], [1.15501, 0.53820, 2.96028], [-2.78703, -1.80971, -3.14023], [-3.23891, 0.39063, 2.92976], [-2.35005, -0.92662, 0.75470], [-0.44017, 0.51551, -0.58728], [-0.02676, -1.99138, -3.39997], [2.78794, 0.65301, -3.18198], [-1.93881, 2.20326, -1.25625], [-3.50387, -1.70856, 2.62827], [3.12895, 3.38622, 1.06705], [-5.14289, 1.61929, 3.76647], [-5.32764, -0.75875, 3.30374], [-0.08263, -1.14628, -4.10005], [-3.18897, 2.47802, 3.35497], [-0.44402, 2.92996, 2.21319], [3.55549, 1.98593, 0.02629], [0.92811, 4.02652, 1.78741], [-1.36176, -3.06229, 0.00787], [-0.50513, -3.48184, 3.64333], [2.76778, 2.70824, 0.27193], [-0.55307, -2.86595, -3.82550], [0.76344, 1.56390, -2.79342], [4.37344, 0.81374, -4.65326], [-2.56255, -1.24276, -2.22426], [0.24339, 3.24749, 1.41942], [-5.91116, -1.68343, 3.27997], [1.27967, 1.81457, 0.86788], [-0.50613, -0.90155, 4.74497], [-6.89393, 0.42130, 4.17968], [0.17716, -4.14037, 5.58773], [-1.55580, -0.28588, 0.86411], [-2.74761, -0.16674, -2.38582], [3.38627, 1.25095, -4.41842], [2.33343, 1.87399, 3.09068], [-0.33996, 3.61597, 0.56763], [-3.81954, 1.60208, 3.33730], [-3.20136, -1.60020, -1.40210], [-0.85396, -2.37402, 2.85862], [-0.50057, -4.47985, 3.19744], [-0.10653, -1.99311, 5.52799], [1.92937, 1.09713, 2.42837], [2.70498, 1.09400, -5.26641], [-0.51113, 0.11298, 5.13446], [-0.13428, -3.28829, 4.98194], [0.30890, -3.26977, -0.56223], [3.49335, 2.33633, -4.28125], [1.03297, -2.23862, -3.23150], [-0.72593, -3.11407, -0.88065], [3.19756, -0.17534, -2.41656], [-5.87871, 0.42546, 3.78516], [-1.49181, 0.34493, 2.46699], [-1.04498, -3.95974, -1.49826], [-1.07628, -2.48417, 1.80503], [2.52422, 3.29732, -0.61862], [-3.98986, -0.78271, 2.89715], [-0.91837, -1.09563, 3.40893]],
  "nbo_charge": [0.26, 0.27, 0.26, 1.09, 0.25, 0.30, -0.17, 0.42, 0.67, -0.94, 0.58, -0.22, 0.22, 0.29, -0.18, -0.17, 0.27, 0.23, 0.25, 0.27, 0.28, 0.24, -0.20, -0.92, 0.29, 0.28, 0.30, -0.94, -0.92, 0.26, 1.04, -0.20, 0.26, 0.26, -1.06, 0.28, -0.76, 0.29, 0.27, -0.21, 0.26, -0.17, 0.25, -0.17, -0.93, 0.28, 0.23, -0.14, 0.27, 0.29, 0.27, -0.92, -0.44, -0.13, 1.03, 0.29, 0.19, 0.26, -0.25, -0.28]
}


4.
{
  "formula": "C2H5N5O",
  "method": "the ωB97M-V functional and the def2-TZVPD basis",
  "total_energy_ev": -11650.013,
  "homo_ev": -9.4203,
  "de_lowest_kcal_mol": 58.4,
  "smiles": "[H]/N=c1/[nH]/c(=N/[H])n(N)o1",
  "symbols": ["C", "N", "H", "N", "H", "C", "N", "N", "N", "H", "H", "H", "O"],
  "positions_angstrom": [[-0.48171, -0.12722, -1.48510], [-0.20313, -0.44308, 0.73544], [-1.52969, -0.32387, 2.30814], [-0.65535, 0.15688, 1.88797], [1.93644, 0.02141, 2.11581], [1.07773, -0.03362, 0.28915], [2.07165, 0.16005, 1.15302], [-0.78267, -0.11869, -2.70092], [0.85328, 0.27078, -1.01433], [-1.00272, 1.12731, 1.68771], [1.56614, 0.32723, -1.67063], [-1.66727, -0.48822, -2.84160], [-1.18272, -0.52896, -0.46465]],
  "nbo_charge": [0.69, -0.04, 0.38, -0.60, 0.37, 0.55, -0.74, -0.73, -0.62, 0.34, 0.42, 0.36, -0.38]
}


5.
{
  "formula": "C27H57AlF12O14Y",
  "method": "the ωB97M-V functional and the def2-TZVPD basis",
  "total_energy_ev": -97825.553,
  "homo_ev": -11.7921,
  "total_charge": 1,
  "symbols": ["C", "H", "O", "F", "F", "H", "H", "H", "C", "H", "C", "H", "H", "H", "C", "C", "C", "O", "C", "H", "C", "H", "F", "C", "H", "H", "C", "O", "F", "H", "O", "H", "H", "C", "H", "H", "F", "O", "O", "Y", "H", "H", "O", "C", "H", "H", "H", "C", "F", "C", "H", "C", "H", "H", "F", "O", "H", "H", "H", "H", "C", "H", "H", "H", "C", "C", "H", "H", "H", "H", "H", "O", "H", "H", "H", "H", "H", "C", "H", "F", "H", "C", "C", "H", "C", "C", "C", "H", "F", "H", "O", "H", "F", "O", "C", "H", "H", "H", "H", "H", "O", "F", "H", "H", "O", "F", "Al", "H", "O", "C", "C", "H"],
  "positions_angstrom": [[-1.34030, 3.07661, 1.13139], [4.72168, -0.72270, -4.39438], [-2.52198, -0.25682, 0.76906], [4.99419, 3.16431, -0.08078], [2.13586, -4.67301, -1.20869], [-1.67607, 3.51460, 2.07135], [-0.35256, 1.14002, -3.53274], [3.32289, -1.66712, -5.85130], [-1.41549, -2.93797, -5.32641], [4.21238, -2.49757, 2.04663], [0.26239, -0.48547, 4.08140], [2.55478, -3.94298, 1.13701], [0.44128, -4.03787, -4.80914], [-3.12780, -4.28544, 3.07400], [3.77131, 2.92204, -0.42606], [-0.53862, -4.16765, -5.26855], [-3.97196, -2.39337, 3.27140], [1.41988, -1.16746, -4.50395], [1.72065, -0.23523, -5.51057], [-6.50365, 3.30762, -0.71383], [4.79375, -1.38381, -3.53076], [1.65292, -3.00765, 2.26108], [-4.76559, 0.34660, 3.80029], [4.25710, -0.67801, -2.28069], [0.45702, 2.64531, 1.65428], [-5.21873, 1.92067, -2.98128], [-5.87334, 2.48983, -0.36450], [1.48828, -2.36799, 0.23178], [-5.55380, 0.24174, 1.65407], [5.83716, -1.64212, -3.35004], [-0.43507, 0.77068, 4.10912], [-0.43170, -1.23749, 4.45663], [2.98217, -1.16464, 2.06295], [1.11842, -3.89761, -1.69632], [1.49085, 2.79299, 3.90530], [4.28557, -2.28476, -3.87449], [2.33820, -1.58999, 4.80496], [-3.71249, -1.76368, 1.99749], [-1.29168, -2.10372, -4.12816], [0.02963, 0.00108, 0.45121], [-0.94275, 2.99521, 4.87743], [-4.88480, -1.99644, 3.71557], [0.39902, -0.70277, 2.68054], [-1.31010, 0.91179, 5.22714], [3.88818, 1.39176, 1.10121], [0.10708, 4.32887, 0.39749], [-0.99116, -4.98267, -4.70372], [3.07111, 1.83697, 0.53351], [2.56771, 0.38225, 4.29192], [-1.74277, 2.38132, 5.29120], [2.20463, -1.44360, -7.28676], [2.20339, -2.92819, 1.32364], [-4.03005, 3.18465, -1.46154], [-2.65617, 2.56168, 4.72439], [3.05914, 4.02140, -0.65381], [-0.47412, -2.02830, -0.68638], [-2.47719, -0.21509, 2.68697], [-0.54933, -4.47386, -6.31460], [1.19054, 4.19494, 3.19492], [-3.92318, 1.63817, -0.62366], [-3.30655, -0.40601, 2.00595], [0.76446, 1.69081, -2.25930], [3.64464, 4.21069, 2.20360], [-1.10683, -2.34564, -6.18778], [2.04586, 3.69577, 3.65027], [0.45642, -3.06987, -0.48858], [-0.40037, -1.74984, -4.17231], [2.08094, 0.75412, -5.22870], [0.18316, -3.78740, 0.28510], [-0.88781, 0.57275, 6.17309], [-3.22072, -2.24665, 4.04741], [-4.70778, 1.41124, -2.34803], [-2.13979, 0.22439, 5.06221], [0.78937, -0.07386, -6.05350], [-5.53737, 2.75720, 0.63736], [3.90182, 2.82469, 3.10595], [-2.43122, -3.21014, -5.61333], [3.10129, 3.34328, 2.57838], [5.10347, -0.14525, -1.84719], [0.23712, -4.82853, -2.11087], [2.09951, -0.96928, -3.85553], [-4.55464, 2.24879, -1.26905], [1.69450, -0.45576, 4.80465], [2.87717, 0.58729, -1.90416], [3.35522, -2.04826, 1.54512], [2.73422, -0.97726, -6.45601], [-0.94877, 4.17379, 0.17562], [3.95724, -1.39500, -1.51643], [3.89675, 2.58574, -1.69063], [-4.60506, -4.53438, 3.80590], [3.15866, 0.10952, -2.68781], [2.42889, 4.30656, 4.46778], [1.53966, -0.05393, 6.07163], [2.38545, 2.51068, 1.54306], [-4.15717, -3.93173, 3.01578], [-0.62249, 2.62930, -2.54030], [-4.54420, -4.25553, 2.04962], [-1.37207, 5.09135, 0.58430], [-6.39822, 1.55104, -0.18766], [-1.19694, 3.88754, -0.84642], [2.30313, 0.77330, 0.07520], [-4.17841, 1.76327, 2.30159], [-1.90225, 2.75070, 6.30423], [3.44384, -0.24242, -6.83620], [-0.94650, 0.87103, -1.54322], [1.66235, -3.27011, -2.72622], [-3.34937, -1.33047, -2.22787], [-2.19141, 2.53045, 0.72469], [-0.31768, 2.15057, 1.37738], [-4.52203, 0.52461, 2.46956], [-0.28319, 1.59346, -2.54397], [3.71699, -1.59668, 0.62138]],
  "mulliken_charge": [0.79, 0.28, -0.62, -0.29, -0.30, 0.34, 0.20, 0.22, -0.33, 0.53, -0.30, 0.50, 0.08, 0.29, 0.56, -0.92, -0.06, 0.41, -0.33, 0.43, -1.34, 0.17, -0.24, 0.53, -0.88, 0.26, -1.05, 0.03, -0.27, 0.51, -0.05, 0.45, -0.30, 0.70, -0.04, 0.20, -0.28, -0.32, -0.11, 0.44, 0.04, 0.32, -0.28, -0.26, 0.37, 0.13, 0.31, 0.18, -0.16, -0.91, 0.31, -0.45, 0.36, 0.14, -0.28, -0.66, -1.07, 0.38, 0.23, -0.62, 1.45, -0.08, 0.45, 0.27, -0.94, 0.06, -0.07, 0.22, 0.41, 0.46, 0.17, -0.45, 0.13, 0.46, 0.15, 0.32, 0.43, -0.63, 0.49, -0.28, -0.20, 0.61, 0.36, -0.45, -0.23, -1.19, -1.18, -0.34, -0.29, 0.39, -0.52, 0.48, -0.31, -0.21, -1.32, 0.34, 0.31, 0.48, 0.31, 0.15, 0.22, -0.23, 0.39, 0.36, -0.02, -0.14, 0.95, -0.59, 2.04, 0.58, -0.39, -0.32]
}


6.
{
  "formula": "C3HNOS",
  "method": "the ωB97M-V functional and the def2-TZVPD basis",
  "total_energy_ev": -17498.019,
  "homo_ev": -10.3845,
  "de_lowest_kcal_mol": 0.3,
  "smiles": "N#CC(=S)C=O",
  "symbols": ["H", "C", "S", "O", "C", "N", "C"],
  "positions_angstrom": [[-1.71248, 0.53054, 1.37981], [-1.39630, 0.27734, 0.32521], [1.09120, 0.11063, 1.43595], [-2.15631, 0.22183, -0.60289], [0.09112, 0.02700, 0.17984], [0.88308, -0.57710, -2.23325], [0.52555, -0.31027, -1.15490]],
  "nbo_charge": [0.14, 0.38, 0.27, -0.45, -0.34, -0.21, 0.21]
}